(1)
{
  "formula": "C26H44Cl2FN5O3PS",
  "method": "ωB97M-V with the def2-TZVPD basis set",
  "symbols": ["C", "C", "S", "C", "C", "C", "O", "O", "C", "Cl", "C", "C", "Cl", "N", "C", "C", "F", "P", "O", "H", "H", "H", "H", "H", "H", "H", "H", "H", "H", "H", "H", "H", "H", "H", "H", "C", "C", "C", "C", "N", "H", "H", "H", "H", "H", "H", "H", "C", "C", "C", "C", "N", "H", "H", "H", "H", "H", "H", "H", "C", "C", "C", "C", "N", "H", "H", "H", "H", "H", "H", "H", "C", "C", "C", "C", "N", "H", "H", "H", "H", "H", "H", "H"],
  "xyz": [[2.159, 2.820, -0.078], [1.221, 2.379, -1.329], [-0.553, 2.186, -0.794], [-1.701, 2.165, -2.246], [-2.712, 0.885, -2.292], [-3.562, 1.144, -3.670], [-3.988, 0.207, -4.417], [-3.804, 2.450, -4.117], [-1.866, -0.450, -2.581], [-0.061, -0.433, -2.992], [-2.424, -1.769, -2.585], [-1.504, -3.070, -2.877], [-4.183, -2.090, -2.275], [-3.662, 0.811, -1.169], [-3.179, 0.169, 0.070], [-3.510, 0.900, 1.460], [-2.710, 2.098, 1.684], [-4.739, 2.156, -0.994], [-4.124, 3.494, -0.546], [3.181, 3.178, -0.480], [1.690, 3.636, 0.565], [2.399, 1.914, 0.596], [1.297, 3.122, -2.197], [1.657, 1.370, -1.685], [-1.067, 2.129, -3.214], [-2.248, 3.161, -2.275], [-0.734, -3.099, -2.024], [-2.147, -4.018, -2.730], [-1.039, -3.058, -3.916], [-3.684, -0.873, 0.146], [-2.048, -0.055, 0.106], [-3.149, 0.169, 2.283], [-4.618, 1.064, 1.667], [-5.472, 2.433, -2.215], [-5.773, 1.840, -0.022], [3.878, 1.331, -5.293], [4.748, 0.079, -5.279], [4.091, -1.095, -4.549], [3.831, -0.724, -3.118], [3.636, -0.431, -1.988], [3.693, 1.704, -4.282], [4.373, 2.132, -5.848], [2.913, 1.133, -5.769], [5.707, 0.318, -4.809], [4.962, -0.218, -6.311], [4.745, -1.970, -4.578], [3.145, -1.363, -5.027], [-2.593, -7.306, -4.421], [-1.417, -6.798, -5.248], [-0.062, -7.085, -4.595], [0.015, -6.405, -3.259], [0.075, -5.869, -2.210], [-2.645, -6.811, -3.448], [-3.534, -7.106, -4.937], [-2.518, -8.386, -4.254], [-1.532, -5.721, -5.404], [-1.444, -7.271, -6.234], [0.747, -6.715, -5.230], [0.079, -8.160, -4.459], [0.733, 2.065, 4.662], [0.762, 0.901, 3.678], [1.947, -0.040, 3.905], [3.237, 0.711, 3.736], [4.250, 1.303, 3.603], [1.616, 2.702, 4.559], [-0.144, 2.692, 4.481], [0.687, 1.704, 5.692], [0.794, 1.300, 2.659], [-0.168, 0.333, 3.771], [1.917, -0.863, 3.186], [1.912, -0.467, 4.911], [1.159, 3.547, 10.467], [1.684, 4.089, 9.142], [0.874, 3.605, 7.937], [0.932, 2.107, 7.851], [0.977, 0.930, 7.787], [1.226, 2.457, 10.510], [1.749, 3.941, 11.298], [0.115, 3.835, 10.622], [2.732, 3.793, 9.027], [1.661, 5.182, 9.170], [1.280, 4.030, 7.015], [-0.169, 3.919, 8.024]],
  "orbital_gap_ha": 0.240,
  "charge": -1,
  "e_homo_ev": -4.4786
}

***

(2)
{
  "formula": "C26H44N9RbS",
  "method": "ωB97M-V with the def2-TZVPD basis set",
  "symbols": ["Rb", "C", "C", "N", "C", "C", "N", "C", "C", "C", "N", "C", "C", "N", "C", "H", "H", "H", "H", "H", "H", "H", "H", "H", "H", "H", "H", "H", "H", "H", "H", "H", "H", "H", "H", "H", "H", "H", "H", "C", "C", "C", "C", "C", "C", "C", "C", "C", "C", "H", "H", "H", "H", "H", "H", "H", "H", "H", "H", "H", "H", "H", "H", "H", "N", "C", "N", "C", "N", "C", "C", "N", "C", "C", "N", "H", "H", "H", "H", "H", "S"],
  "xyz": [[-0.366, -0.502, -0.680], [-1.393, -0.147, 3.530], [-1.971, -1.396, 2.850], [-2.409, -1.254, 1.500], [-3.765, -0.877, 1.277], [-3.863, 0.624, 1.016], [-3.104, 1.022, -0.130], [-3.066, 2.457, -0.352], [-2.377, 2.757, -1.679], [-0.981, 3.342, -1.516], [-0.099, 2.493, -0.711], [0.298, 2.974, 0.603], [-0.317, 2.221, 1.764], [0.147, 0.845, 1.841], [0.046, 0.206, 3.135], [-2.065, 0.683, 3.372], [-1.386, -0.308, 4.600], [-1.225, -2.193, 2.897], [-2.843, -1.722, 3.466], [-2.118, -2.028, 0.910], [-4.106, -1.394, 0.362], [-4.450, -1.179, 2.096], [-4.928, 0.914, 0.910], [-3.499, 1.215, 1.869], [-3.446, 0.578, -0.995], [-4.098, 2.872, -0.331], [-2.586, 2.931, 0.520], [-2.326, 1.825, -2.240], [-2.978, 3.448, -2.279], [-0.517, 3.516, -2.489], [-1.060, 4.334, -1.038], [0.741, 2.247, -1.231], [1.385, 2.874, 0.649], [0.047, 4.036, 0.755], [-0.083, 2.787, 2.669], [-1.410, 2.189, 1.683], [1.129, 0.820, 1.542], [0.623, -0.740, 3.154], [0.458, 0.869, 3.920], [2.386, 1.178, -2.561], [2.822, 2.257, -1.749], [3.418, 1.702, -0.583], [3.317, 0.283, -0.655], [2.667, -0.036, -1.870], [2.474, -1.409, -2.431], [3.975, -0.646, 0.317], [4.149, 2.427, 0.497], [2.689, 3.718, -2.014], [1.710, 1.264, -3.899], [3.078, -2.143, -1.869], [2.798, -1.484, -3.489], [1.446, -1.794, -2.449], [5.070, -0.540, 0.212], [3.669, -1.668, 0.170], [3.750, -0.391, 1.360], [5.216, 2.213, 0.482], [3.784, 2.160, 1.501], [4.041, 3.517, 0.385], [3.676, 4.232, -2.015], [2.068, 4.198, -1.230], [2.203, 3.902, -2.978], [2.353, 1.000, -4.725], [1.340, 2.271, -4.104], [0.809, 0.617, -3.967], [1.995, -4.151, 2.205], [1.804, -2.892, 1.819], [0.810, -2.812, 0.965], [0.369, -4.110, 0.840], [1.076, -4.988, 1.583], [-0.757, -4.485, 0.012], [-0.999, -5.804, -0.323], [-1.961, -6.263, -1.123], [-2.746, -5.218, -1.628], [-2.495, -3.905, -1.368], [-1.509, -3.429, -0.559], [2.664, -4.535, 2.856], [2.404, -2.061, 2.167], [-0.317, -6.520, 0.081], [-3.529, -5.488, -2.356], [-3.082, -3.131, -1.858], [-4.676, -0.374, -2.869]],
  "orbital_gap_ha": [0.188, 0.121],
  "charge": -2,
  "e_homo_ev": [-1.5132, 0.3096]
}

***

(3)
{
  "formula": "C26H45AuCl3O2P2",
  "method": "ωB97M-V with the def2-TZVPD basis set",
  "symbols": ["Au", "C", "C", "C", "C", "C", "C", "H", "H", "H", "C", "H", "H", "H", "C", "H", "H", "H", "C", "H", "H", "H", "C", "H", "H", "H", "C", "C", "C", "C", "C", "C", "C", "C", "H", "H", "H", "H", "H", "H", "H", "H", "H", "H", "H", "H", "P", "C", "H", "H", "H", "C", "H", "H", "H", "C", "H", "H", "H", "P", "C", "H", "H", "H", "C", "H", "H", "H", "C", "H", "H", "H", "Cl", "C", "Cl", "Cl", "C", "O", "O"],
  "xyz": [[-0.617, 0.071, -2.621], [-2.280, 1.608, 0.967], [-2.621, 0.735, -0.095], [-2.460, -0.528, 1.818], [-2.226, 0.834, 2.160], [-2.658, -0.579, 0.411], [-2.188, 3.071, 0.874], [-1.771, 3.392, -0.092], [-1.559, 3.488, 1.668], [-3.186, 3.532, 0.967], [-2.106, 1.386, 3.510], [-1.502, 2.300, 3.507], [-1.628, 0.663, 4.181], [-3.093, 1.640, 3.928], [-2.581, -1.626, 2.783], [-3.496, -1.529, 3.385], [-1.740, -1.599, 3.494], [-2.614, -2.599, 2.283], [-2.894, -1.784, -0.413], [-3.770, -1.680, -1.077], [-3.049, -2.678, 0.203], [-2.040, -1.980, -1.090], [-3.014, 1.190, -1.447], [-3.782, 1.968, -1.371], [-3.401, 0.358, -2.043], [-2.156, 1.631, -1.976], [1.332, 0.860, -2.985], [0.208, 1.729, -3.212], [-0.395, 1.849, -4.638], [-1.296, 0.612, -5.177], [-1.331, -0.679, -4.366], [-0.040, -1.265, -4.103], [1.116, -0.769, -4.932], [1.985, 0.295, -4.212], [0.367, 2.071, -5.398], [-1.019, 0.470, -6.214], [-1.045, 2.728, -4.601], [2.171, 1.098, -4.920], [1.935, 1.032, -2.094], [0.260, 2.679, -2.616], [2.976, -0.116, -4.032], [1.727, -1.532, -5.413], [0.062, -2.274, -3.732], [0.763, -0.218, -5.821], [-2.309, 0.998, -5.248], [-2.266, -1.253, -4.272], [2.036, 2.466, 1.082], [1.398, 3.155, 2.672], [2.175, 3.765, 3.153], [1.115, 2.312, 3.310], [0.506, 3.758, 2.471], [3.464, 1.424, 1.526], [4.240, 2.007, 2.053], [3.881, 0.976, 0.610], [3.122, 0.602, 2.171], [2.600, 3.890, 0.105], [2.854, 3.538, -0.900], [3.467, 4.348, 0.576], [1.780, 4.611, 0.001], [0.946, -3.573, 0.426], [-0.075, -5.076, 0.387], [0.532, -5.995, 0.567], [-0.480, -5.123, -0.653], [-0.961, -5.048, 1.040], [2.513, -4.312, -0.082], [2.497, -4.279, -1.189], [2.546, -5.365, 0.253], [3.409, -3.766, 0.233], [1.203, -2.870, 2.054], [1.787, -3.436, 2.795], [0.260, -2.544, 2.551], [1.732, -1.910, 1.942], [2.974, -1.848, 4.843], [1.976, -0.456, 5.362], [1.433, -0.713, 7.021], [2.944, 1.028, 5.272], [0.727, -0.393, 4.377], [-0.260, -1.072, 4.729], [0.890, 0.294, 3.313]],
  "orbital_gap_ha": [0.194, 0.158],
  "relative_energy_kcal_mol": 121.1,
  "spin_multiplicity": 3,
  "charge": 1,
  "e_homo_ev": [-9.6277, -9.6076]
}